Record 1
Entry from the OMol25 dataset: a single C21H19F7N2O4 molecule (ωB97M-V with the def2-TZVPD basis set).

Last column: Löwdin charge in e.
Cartesian coordinates (Å):
O: 0.73334 0.76354 0.87938  0.0714
C: 0.83851 -0.04056 -0.02754  -0.3983
N: -0.20649 -0.62625 -0.66995  0.0615
N: -1.53880 -0.51498 -0.46101  0.0791
C: -2.04900 0.19544 0.46874  -0.0893
C: -3.48792 0.26262 0.61485  -0.2149
C: -4.34716 -0.42811 -0.23953  -0.0201
C: -5.71726 -0.34856 -0.09535  -0.0143
C: -6.26703 0.43018 0.92115  -0.2605
C: -5.41223 1.12010 1.78518  0.0002
C: -4.04759 1.03791 1.63422  -0.0279
H: -3.40019 1.57837 2.30896  0.1145
H: -5.85336 1.71361 2.57050  0.1183
O: -7.59647 0.58008 1.17929  -0.0502
C: -8.55397 0.02876 0.30269  -0.1986
C: -8.70313 0.83083 -0.99233  -0.1441
C: -9.11477 2.26577 -0.69089  -0.2185
F: -9.24383 2.97466 -1.86010  -0.0499
H: -10.08570 2.30855 -0.18638  0.1240
H: -8.35771 2.77764 -0.08901  0.1233
H: -9.45909 0.35805 -1.62123  0.1230
H: -7.75889 0.84732 -1.53981  0.1111
H: -9.49025 0.06262 0.86768  0.1310
H: -8.32433 -1.01944 0.07803  0.1218
H: -6.34529 -0.90155 -0.77647  0.1055
H: -3.91685 -1.02959 -1.02424  0.1077
H: -1.46448 0.77197 1.18089  0.1123
H: -0.00141 -1.28396 -1.41225  0.1343
C: 2.19506 -0.41209 -0.55836  -0.0422
C: 3.19730 0.52121 -0.29548  0.0597
C: 4.50356 0.30664 -0.69817  -0.2350
C: 4.82040 -0.86507 -1.38485  0.0273
C: 3.84165 -1.79980 -1.63787  0.0068
C: 2.52893 -1.59064 -1.22703  -0.2103
O: 1.54670 -2.54017 -1.51489  -0.0592
C: 1.75141 -3.83044 -1.01411  -0.0676
C: 1.62070 -3.87004 0.51413  -0.6053
F: 0.49480 -3.29675 0.94207  0.1610
F: 2.63791 -3.25039 1.12723  0.1564
F: 1.61664 -5.13642 0.95482  0.1438
H: 2.73365 -4.24510 -1.27118  0.1391
H: 0.96136 -4.45687 -1.43666  0.1525
H: 4.09609 -2.70182 -2.17341  0.1224
H: 5.83724 -1.02189 -1.70470  0.1261
O: 5.53946 1.16923 -0.48114  -0.0102
C: 5.28755 2.34465 0.24032  -0.0823
C: 6.61601 3.08962 0.34726  -0.6174
F: 6.45884 4.23619 1.02634  0.1412
F: 7.54794 2.38329 0.98851  0.1580
F: 7.11540 3.41306 -0.84736  0.1566
H: 4.93201 2.13621 1.25866  0.1553
H: 4.57404 3.00206 -0.27552  0.1534
H: 2.89634 1.40360 0.24744  0.1174

Computed properties:
- ΔE to the lowest compared entry with this formula, charge and spin: 0.0 kcal/mol
- Highest occupied orbital energy: -0.2970 Ha
- 2S+1: 1
- Orbital gap: 8.19 eV

***

Record 2
Entry from the OMol25 dataset: C21H19IN5OsS2 as an isolated structure (ωB97M-V with the def2-TZVPD basis set).

Last column: Löwdin charge in e.
Cartesian coordinates (Å):
Os: -0.41178 -0.18538 -0.72968  0.7370
C: -3.80271 4.14982 -0.47302  -0.0818
C: -2.60896 4.24980 0.46230  -0.2549
N: -2.42251 3.03268 1.25332  0.0182
C: -1.76110 1.94151 0.88753  -0.6838
S: -0.89415 1.98404 -0.68469  0.6625
N: -1.77920 0.90464 1.69193  0.0318
N: -1.13449 -0.18069 1.17240  -0.1804
C: -1.08082 -1.27853 1.85916  -0.2486
C: -1.68448 -1.43176 3.20904  0.0052
C: -0.35895 -2.38429 1.21892  -0.2283
C: -0.15103 -3.60104 1.84840  0.0245
C: 0.58791 -4.57694 1.19884  -0.0142
C: 1.11170 -4.30653 -0.05288  -0.0099
C: 0.87002 -3.07083 -0.62657  -0.0865
N: 0.14190 -2.13830 -0.01249  -0.1120
H: -3.94757 5.09465 -0.99725  0.0806
H: -4.71378 3.91845 0.07890  0.0813
H: -3.65245 3.35977 -1.20971  0.0547
H: -2.72727 5.06600 1.17352  0.1215
H: -1.68920 4.44555 -0.08621  0.0841
H: -2.98659 2.91901 2.08335  0.1565
H: -2.27935 -0.56099 3.45886  0.0779
H: -0.89779 -1.55189 3.95780  0.1069
H: -2.31226 -2.32334 3.23854  0.1008
H: -0.55315 -3.77609 2.83514  0.1219
H: 0.75710 -5.53460 1.67200  0.1246
H: 1.70024 -5.03610 -0.59035  0.1221
H: 1.25808 -2.80456 -1.60052  0.1230
I: -0.37852 -0.20105 -3.38188  1.2301
C: 1.66352 0.06712 -3.60878  -0.5881
C: 2.29309 0.21267 -4.80585  -0.1106
C: 3.69821 0.34919 -4.80733  -0.0540
C: 4.39062 0.33876 -3.63085  -0.0127
C: 3.73091 0.19054 -2.38607  -0.1549
C: 4.44579 0.21020 -1.16262  -0.0129
C: 3.78320 0.08006 0.01920  -0.0541
C: 2.38180 -0.10778 0.03316  -0.1137
C: 1.63122 -0.10396 -1.11767  -0.3371
C: 2.32213 0.03863 -2.36366  -0.2593
H: 1.74441 0.22751 -5.73795  0.1100
H: 4.21765 0.46792 -5.74836  0.1156
H: 5.46735 0.45362 -3.63103  0.1222
H: 5.52182 0.32902 -1.18829  0.1226
H: 4.32311 0.09562 0.95676  0.1132
H: 1.89772 -0.24566 0.99476  0.0964
S: -2.37450 -1.47967 -1.26095  0.5206
C: -3.54782 -0.29770 -0.94485  -0.7703
N: -4.34478 0.50894 -0.72578  0.1021

Computed properties:
- Net charge: +1
- ΔE to the lowest compared entry with this formula, charge and spin: 7.1 kcal/mol
- Highest occupied orbital energy: -0.4016 Ha
- 2S+1: 1
- Orbital gap: 6.01 eV

***

Record 3
Entry from the OMol25 dataset: a single C21H19N3O3S molecule in a non-equilibrium geometry (ωB97M-V with the def2-TZVPD basis set).

Last column: Löwdin charge in e.
Cartesian coordinates (Å):
N: 4.41020 -7.59639 -0.03747  0.1638
O: 0.14399 3.28018 3.24625  -0.2983
O: 1.83059 4.23855 1.74213  -0.2989
C: 3.92131 -6.54963 0.04026  -0.1887
N: -1.43212 2.03057 -0.55145  0.1707
O: -1.38445 0.79549 -2.93602  -0.0436
C: -1.33646 2.62153 0.64045  -0.4035
C: -2.46037 1.16965 -0.82031  -0.2070
C: -2.28789 2.44335 1.63419  -0.0029
C: -3.44701 0.92191 0.14746  -0.0198
C: -3.37339 1.58033 1.38085  -0.0307
C: 4.36029 -4.17388 0.07020  -0.0177
C: 2.14857 -4.93974 0.64825  -0.0099
C: 3.97110 -2.84253 0.31761  -0.0125
C: 1.74505 -3.59425 0.82255  -0.0052
C: 2.67223 0.03537 0.15309  0.0016
C: 1.35859 -0.79873 2.01195  -0.0164
C: 2.28045 1.31240 0.47559  -0.0655
C: 0.95554 0.50490 2.31137  -0.0344
C: 3.45700 -5.22440 0.21455  -0.2487
C: 2.64852 -2.48220 0.67203  -0.1425
C: 2.23754 -1.06210 0.95249  -0.1463
C: 1.46545 1.56406 1.54665  -0.2675
N: -0.27882 3.46874 0.72120  -0.0468
C: -3.75914 2.73712 -3.13771  -0.0832
C: -3.80951 1.21378 -2.92825  -0.1964
C: -2.58743 0.58896 -2.21032  -0.3472
S: 0.82397 3.20781 1.93630  0.7079
H: -0.86849 1.49541 -2.45542  0.0879
H: -2.20723 2.99389 2.57939  0.1143
H: -4.26789 0.23059 -0.08429  0.1199
H: -4.14000 1.43588 2.13907  0.1105
H: 5.41187 -4.39042 -0.17986  0.1293
H: 1.47714 -5.76924 0.81167  0.1146
H: 4.72263 -2.07320 0.22040  0.1090
H: 0.69363 -3.41511 1.10036  0.1153
H: 3.37736 -0.12942 -0.65246  0.1184
H: 1.06708 -1.64736 2.62316  0.1158
H: 2.63120 2.14883 -0.10437  0.1203
H: 0.25562 0.64683 3.15965  0.1282
H: 0.16605 3.58623 -0.18214  0.1300
H: -4.72762 3.08121 -3.49947  0.0732
H: -3.48302 3.21734 -2.22012  0.0572
H: -2.98856 2.97648 -3.87412  0.0752
H: -4.72042 0.98777 -2.40482  0.0906
H: -3.87662 0.67383 -3.91186  0.1265
H: -2.79654 -0.50042 -2.12864  0.1536

Computed properties:
- ΔE to the lowest compared entry with this formula, charge and spin: 78.8 kcal/mol
- Highest occupied orbital energy: -0.3434 Ha
- 2S+1: 1
- Orbital gap: 8.69 eV

***

Calculated energy in order - -1921.1688, -2269.9697, -1599.7949 Eh